No. 1
Entry from the OMol25 dataset: a 9-piece molecular cluster, CH20O8S2 overall at a distorted geometry (the ωB97M-V functional and the def2-TZVPD basis).

Structure (XYZ):
```
31
Properties=species:S:1:pos:R:3:forces:R:3:mulliken_charge:R:1
C 1.45473 2.55251 0.26788 -0.32 -1.25 0.91 -0.053
S 2.45686 2.69294 -1.18392 0.14 0.14 -0.90 -0.099
S 3.50083 0.90010 -1.37688 -0.18 0.13 0.55 -0.167
H 1.05236 1.54362 0.40824 0.27 -0.12 -0.45 -0.341
H 0.54928 3.13298 0.11420 0.35 0.60 0.22 0.231
H 1.98463 2.71040 1.20754 -0.07 0.60 -0.13 0.358
H 2.45322 0.10878 -1.07543 0.05 -0.04 -0.28 0.092
O 0.02982 -2.48611 0.80809 0.22 -0.49 0.03 -0.688
H 0.15376 -1.75094 1.41331 -0.06 0.32 0.43 0.357
H -0.85652 -2.83837 0.99822 -0.01 0.09 -0.38 0.347
O -0.73678 -0.01638 1.44984 0.17 -0.01 0.52 -0.611
H -0.62229 0.95068 1.54975 -0.40 -0.33 -0.23 0.269
H -0.64677 -0.23627 0.52048 -0.06 0.35 -0.15 0.264
O 2.84506 -0.17409 2.17158 -0.33 -0.41 0.49 -0.553
H 3.37782 -0.88725 1.82067 0.42 -0.03 -0.50 0.295
H 2.47106 -0.61946 2.94611 -0.15 0.45 -0.01 0.285
O -1.50215 2.63561 1.09951 0.28 0.15 -0.06 -0.673
H -2.38235 2.71848 1.47260 -0.08 -0.04 -0.03 0.265
H -1.61906 2.25562 0.19591 -0.26 0.14 0.42 0.445
O 0.99123 -1.73159 -1.52330 -0.70 1.10 -0.50 -0.705
H 1.76568 -2.16288 -1.87799 0.04 -0.43 0.50 0.273
H 0.67355 -1.96905 -0.62094 0.76 -0.94 0.05 0.391
O -1.58622 -1.22128 -1.79612 0.71 -0.21 -0.70 -0.796
H -0.62755 -1.46787 -1.89224 -0.13 0.05 0.26 0.434
H -1.88268 -1.33852 -2.70636 -0.44 0.14 0.03 0.303
O -1.94771 1.43590 -1.21943 0.55 -0.42 -0.67 -0.698
H -1.58228 1.84778 -2.00911 -0.11 0.51 -0.03 0.347
H -1.60769 0.52378 -1.35028 -0.60 -0.01 0.26 0.380
O -2.77783 -2.76615 0.16400 0.29 0.35 -0.31 -0.732
H -2.95686 -1.97721 0.68906 -0.18 -0.06 0.13 0.336
H -2.42517 -2.36577 -0.66498 -0.20 -0.34 0.52 0.446
```
Positions in Å, forces in eV/Å.

Computed properties:
gap between HOMO and LUMO: 8.24 eV
SMILES string: CSS.O.O.O.O.O.O.O.O
molecular weight: 224.30 g mol⁻¹
E_tot: -39412.7449 eV


No. 2
Entry from the OMol25 dataset: a 12-piece molecular cluster, CH22F3O14S overall at a distorted geometry (the ωB97M-V functional and the def2-TZVPD basis).

Structure (XYZ):
```
41
Properties=species:S:1:pos:R:3:forces:R:3:mulliken_charge:R:1
C 1.14391 0.40487 -0.79609 -0.10 0.02 0.11 0.515
F 1.30221 0.01724 -2.06076 0.07 0.03 0.01 -0.199
F 2.31645 0.27239 -0.15817 0.00 -0.04 -0.08 -0.237
F 0.80890 1.69290 -0.77480 0.16 0.18 -0.07 -0.169
S -0.17399 -0.55871 0.02872 -0.33 -0.78 0.93 0.741
O 0.17445 -1.94352 -0.17666 0.45 0.07 -0.28 -0.790
O -0.09339 -0.15432 1.42971 0.29 0.33 -0.24 -0.574
O -1.38979 -0.13301 -0.62403 -0.23 0.17 -0.22 -0.429
O -3.98767 -0.12090 1.49574 0.16 0.15 0.06 -0.661
H -3.38367 0.16806 0.80130 -0.03 -0.04 -0.01 0.286
H -3.39850 -0.55404 2.13166 -0.25 -0.15 -0.12 0.391
O -0.64438 2.17023 3.15556 0.15 -0.04 0.12 -0.653
H -0.38815 1.41060 2.61170 -0.18 0.05 -0.11 0.412
H 0.19716 2.55392 3.42058 0.02 0.04 -0.11 0.307
O -2.65412 -1.97845 -2.62514 -0.07 0.00 0.03 -0.658
H -3.45528 -1.55656 -2.94815 0.03 0.01 0.00 0.298
H -2.32736 -1.37812 -1.93900 0.09 -0.08 0.01 0.367
O -1.60025 1.55401 -2.90792 0.07 0.23 -0.06 -0.654
H -1.15863 2.36167 -2.60429 -0.15 -0.15 -0.01 0.331
H -1.70093 1.02217 -2.10617 0.11 0.00 -0.07 0.355
O 2.71504 -0.42359 3.03083 0.07 0.04 0.06 -0.584
H 1.86322 -0.06608 2.75042 -0.06 -0.09 -0.09 0.276
H 3.06239 0.22603 3.64805 -0.09 0.04 -0.02 0.277
O 2.55804 2.64511 2.00073 0.05 0.14 0.03 -0.575
H 2.77832 2.07845 1.25179 -0.10 -0.11 0.07 0.302
H 3.40397 2.84567 2.41221 0.00 -0.03 -0.03 0.281
O -1.98556 -1.91243 2.64702 0.05 0.26 0.09 -0.664
H -1.34950 -1.25162 2.32125 0.04 -0.27 0.14 0.350
H -1.45007 -2.66181 2.92076 0.00 -0.03 -0.10 0.276
O -0.08761 3.98519 -2.25458 0.05 0.21 -0.13 -0.609
H 0.07242 4.61298 -1.54302 -0.04 -0.10 0.06 0.293
H 0.49611 4.25504 -2.96961 0.00 0.01 0.03 0.278
O 1.36015 1.22690 -5.27966 0.14 -0.03 0.07 -0.644
H 1.17842 2.13605 -5.02858 -0.10 -0.03 0.01 0.295
H 1.06968 0.71231 -4.51645 -0.12 0.03 -0.06 0.350
O 2.76402 -3.39069 1.41248 0.05 -0.05 -0.09 -0.637
H 2.68645 -4.33850 1.26993 -0.12 0.03 -0.06 0.294
H 2.08353 -2.99607 0.85076 -0.03 0.03 0.09 0.335
O -0.84038 -4.60447 0.16119 0.18 0.00 -0.07 -0.662
H -1.57136 -4.57668 -0.46353 -0.02 0.06 0.02 0.313
H -0.39428 -3.75224 0.02419 -0.23 -0.08 0.08 0.475
```
Positions in Å, forces in eV/Å.

Computed properties:
gap between HOMO and LUMO: 9.95 eV
molecular weight: 347.23 g mol⁻¹
E_tot: -49050.9862 eV
total charge: -1
energy relative to the best compared isomer or geometry (same formula, charge and spin): 2.5 kJ/mol


No. 3
Entry from the OMol25 dataset: a 10-piece molecular cluster, CH22O10 overall at a distorted geometry (the ωB97M-V functional and the def2-TZVPD basis).

Structure (XYZ):
```
33
Properties=species:S:1:pos:R:3:forces:R:3:mulliken_charge:R:1
C -16.96084 4.71774 24.00218 -1.29 0.27 0.57 -0.759
O -17.43014 3.95522 22.88773 0.21 0.28 0.25 -0.459
H -17.34424 5.74665 23.98512 0.45 0.12 -0.56 0.318
H -17.42710 4.37347 24.93077 0.59 -0.54 0.03 0.337
H -15.87891 4.68390 24.03150 0.05 -0.04 0.15 0.250
H -18.29590 3.60001 23.11240 0.02 -0.19 -0.29 0.266
O -18.16058 0.63241 23.11199 0.03 0.11 0.19 -0.610
H -17.78372 0.24612 23.90960 -0.01 0.03 -0.07 0.308
H -17.39590 0.96508 22.61812 -0.23 -0.03 -0.10 0.287
O -15.60730 5.14003 21.11491 -0.37 -0.20 0.16 -0.645
H -14.79795 4.93995 21.59817 -0.06 0.01 -0.05 0.306
H -16.33800 4.91055 21.73046 0.39 0.00 -0.52 0.374
O -18.86199 2.22095 20.58333 -0.06 0.04 -0.13 -0.568
H -19.27620 1.64390 19.93310 -0.01 0.03 0.11 0.260
H -18.14949 2.65521 20.10074 -0.14 0.07 -0.14 0.283
O -13.24528 1.13456 20.19403 -0.04 0.05 0.02 -0.649
H -13.96098 1.58550 20.67093 0.28 -0.17 -0.05 0.457
H -13.71340 0.60852 19.53387 0.08 0.17 0.05 0.316
O -16.73832 3.25052 18.41130 0.09 -0.13 -0.23 -0.583
H -16.15524 4.01878 18.48924 -0.03 -0.05 0.19 0.284
H -17.15851 3.33908 17.54687 -0.04 0.11 0.15 0.283
O -16.79652 -1.44978 21.32696 0.15 -0.06 -0.25 -0.584
H -16.32117 -1.17421 20.53400 -0.05 -0.08 0.07 0.273
H -17.71412 -1.54370 21.04769 0.04 0.14 0.15 0.305
O -14.86914 1.37473 23.74288 -0.21 0.20 -0.15 -0.641
H -15.15063 0.45575 23.80124 0.10 0.04 -0.09 0.292
H -15.23725 1.69182 22.89649 0.18 -0.29 0.34 0.321
O -15.55364 0.43739 18.52219 -0.22 -0.23 -0.22 -0.589
H -15.65650 -0.25890 17.86159 0.02 0.10 0.11 0.285
H -15.89139 1.24802 18.11337 0.08 0.11 0.14 0.273
O -15.90336 1.78104 21.11649 -0.05 0.07 -0.33 -0.280
H -16.22946 2.61063 20.73978 0.15 -0.01 0.27 0.054
H -15.93976 1.14459 20.38313 -0.10 0.07 0.23 0.235
```
Positions in Å, forces in eV/Å.

Computed properties:
gap between HOMO and LUMO: 10.16 eV
SMILES string: CO.O.O.O.O.O.O.O.O.O
molecular weight: 194.18 g mol⁻¹
E_tot: -21869.1152 eV
energy relative to the best compared isomer or geometry (same formula, charge and spin): 0.0 kJ/mol


No. 4
Entry from the OMol25 dataset: CH24AgO15 as an isolated structure at a distorted geometry (the ωB97M-V functional and the def2-TZVPD basis).

Structure (XYZ):
```
41
Properties=species:S:1:pos:R:3:forces:R:3:mulliken_charge:R:1
Ag 1.73821 11.85581 14.30378 0.02 0.92 -0.53 0.477
C 2.18818 14.81385 13.05765 2.92 -4.02 0.92 -0.041
O 1.84899 13.45920 12.66458 0.78 4.56 2.80 -0.357
O 1.72323 15.29918 14.21215 1.23 -2.09 -3.38 -0.013
O 3.24421 15.27482 12.47983 -3.56 -0.15 1.55 0.317
O -0.79468 14.57814 14.59039 -0.65 -0.72 -0.16 -0.738
H -0.77460 15.10694 15.38040 -0.12 0.51 0.57 0.355
H 0.14142 14.55066 14.35894 0.23 0.03 -0.16 0.175
O 2.95695 12.04214 10.85851 1.33 -3.33 -1.98 -0.707
H 2.60462 12.59894 11.49268 -1.10 2.02 1.84 0.394
H 3.30232 12.62172 10.18637 0.19 0.56 -0.26 0.356
O 1.43168 16.13231 17.41275 0.09 -0.51 0.62 -0.649
H 1.85109 16.36396 16.58702 0.06 0.40 -0.68 0.322
H 2.16263 15.83493 17.96788 -0.14 0.14 0.03 0.303
O -0.07932 16.37099 12.18934 -2.94 0.95 -1.31 -0.778
H -1.00813 16.22978 12.54549 2.19 -0.41 -0.26 0.353
H 0.57060 15.92902 12.70401 -0.15 -0.54 0.92 0.123
O 3.16740 13.37944 15.82784 0.66 -0.87 -1.39 -0.726
H 2.71420 13.53976 16.64644 -0.58 0.77 0.18 0.303
H 3.03892 14.08345 15.14762 -0.47 -0.18 1.20 0.265
O 3.99730 16.69889 14.87312 -1.02 -0.61 -1.70 -0.651
H 3.46111 15.99069 14.40047 0.90 1.69 0.48 0.032
H 4.11345 16.30187 15.70931 0.56 -0.49 1.65 0.274
O 5.38673 13.51003 12.99093 1.46 -0.15 0.40 -0.643
H 4.68417 13.94519 12.55348 -0.93 1.28 -1.32 0.371
H 4.85733 12.90177 13.46793 -0.33 -1.42 1.00 0.284
O 3.51448 14.56081 10.01269 0.11 0.03 -0.44 -0.748
H 3.51488 14.90201 10.93081 -0.24 -0.12 -0.35 0.350
H 4.28954 14.95335 9.61429 0.24 0.19 -0.13 0.285
O 0.53071 17.50113 14.58774 -0.29 1.44 1.31 -0.719
H -0.01965 17.59510 13.81591 -0.01 -0.09 -0.45 0.386
H 0.99698 16.66780 14.49437 0.13 -0.07 -0.28 0.181
O -0.18467 12.66418 11.55369 -0.87 0.69 -0.61 -0.725
H 0.64452 13.11272 11.87996 -0.85 -0.33 -0.33 0.410
H -0.68266 13.38669 11.11361 0.46 -0.78 0.45 0.289
O 5.52492 16.54172 12.09600 1.62 -0.35 -0.82 -0.685
H 5.48314 17.47897 12.24505 -0.58 0.30 0.24 0.324
H 4.72654 16.11015 12.38328 -0.50 0.47 0.42 0.336
O 2.53406 18.04319 11.92327 -0.12 1.96 0.33 -0.665
H 2.36291 18.78688 12.54653 0.09 -0.68 -0.77 0.297
H 2.54676 17.31586 12.52693 0.19 -1.02 0.41 0.284
```
Positions in Å, forces in eV/Å.

Computed properties:
gap between HOMO and LUMO: 7.53 eV
molecular weight: 384.06 g mol⁻¹
E_tot: -36139.6883 eV
total charge: -1
energy relative to the best compared isomer or geometry (same formula, charge and spin): 105.4 kJ/mol


No. 5
Entry from the OMol25 dataset: CH24CdO15 as an isolated structure at a distorted geometry (the ωB97M-V functional and the def2-TZVPD basis).

Structure (XYZ):
```
41
Properties=species:S:1:pos:R:3:forces:R:3:mulliken_charge:R:1
Cd 26.52300 0.78800 -9.72500 -0.88 0.16 -0.78 1.006
C 24.52300 -0.85500 -10.07600 -1.46 -1.62 -5.05 1.430
O 24.82700 0.02700 -11.05000 0.03 -0.94 2.24 -0.943
O 23.72400 -1.85300 -10.35400 2.51 3.97 1.33 0.225
O 25.13400 -0.64800 -8.99400 0.29 0.12 0.85 -0.853
O 24.64100 -1.12000 -13.36000 0.35 0.05 -1.23 -0.784
H 24.14300 -1.92600 -13.28600 -0.30 -0.64 -0.08 0.354
H 24.68300 -0.75800 -12.47800 0.21 0.13 0.49 0.058
O 27.64600 0.05100 -7.89300 1.05 -0.48 0.30 -0.567
H 27.63000 -0.88500 -7.53300 -0.43 1.26 -0.54 0.329
H 28.52000 0.42700 -7.66500 -0.56 -0.39 0.05 0.345
O 22.35500 -3.99700 -10.98500 0.41 0.04 0.21 -0.670
H 22.77300 -3.15000 -10.72900 -0.77 -0.95 -0.39 0.594
H 21.53600 -3.79900 -11.43600 -0.11 0.15 -0.09 0.289
O 24.19900 -0.78200 -6.61900 0.15 0.47 0.31 -0.785
H 23.43600 -0.21300 -6.75000 -0.43 0.13 0.27 0.330
H 24.60300 -0.70700 -7.49700 0.05 -0.10 0.63 0.393
O 26.16800 2.33300 -11.41800 0.40 -2.28 2.17 -0.421
H 26.90000 2.76700 -11.74600 2.50 1.57 -1.34 0.278
H 25.42700 2.81300 -11.70100 -2.31 0.84 -0.51 0.266
O 22.99300 2.00600 -11.06300 -0.76 2.09 0.86 -0.826
H 23.46500 1.19200 -11.17000 0.13 -1.43 0.10 0.297
H 22.03100 1.87400 -11.04700 0.59 -0.31 -0.56 0.319
O 25.51400 -3.42800 -11.61900 0.10 -0.33 0.66 -0.727
H 25.29900 -4.08400 -10.94200 0.44 -0.66 -0.25 0.390
H 24.88500 -2.78600 -11.27800 -0.11 0.49 -0.59 0.086
O 25.99300 -2.83900 -8.14100 0.70 -1.12 0.98 -0.698
H 26.90700 -2.72900 -8.38300 0.48 -0.30 -0.44 0.232
H 25.52400 -2.12100 -8.55400 -0.19 0.05 -0.08 0.088
O 22.43200 0.39300 -8.75000 -0.26 0.52 0.10 -0.627
H 22.18300 1.20600 -9.22900 0.49 -0.67 0.36 0.306
H 23.08800 -0.06400 -9.29500 -1.20 0.52 0.37 0.309
O 23.33000 1.28700 -13.62100 -0.35 1.70 -1.80 -0.692
H 23.58200 0.38500 -13.57600 0.48 -1.67 -0.03 0.396
H 23.40800 1.67000 -12.76800 -0.20 0.40 0.66 0.313
O 21.91800 -1.01300 -12.33700 -2.24 0.06 -0.87 -0.626
H 21.08600 -1.44000 -12.03200 0.97 0.49 -0.23 0.284
H 22.56300 -1.19400 -11.68000 0.88 -0.57 1.15 0.291
O 23.01700 -2.86900 -7.99500 -1.41 -2.06 -0.34 -0.736
H 23.16100 -2.55100 -8.86900 -0.27 -0.33 -1.31 0.197
H 23.44800 -2.19300 -7.54700 1.05 1.60 2.43 0.549
```
Positions in Å, forces in eV/Å.

Computed properties:
gap between HOMO and LUMO: 6.04 eV
molecular weight: 388.60 g mol⁻¹
E_tot: -36701.4106 eV
energy relative to the best compared isomer or geometry (same formula, charge and spin): 164.5 kJ/mol


- Which value of molecular weight does entry 4 give?
  384.06 g mol⁻¹